Model a:
{"formula": "C6H4O", "method": "ωB97M-V/def2-TZVPD", "lumo_energy_ev": 0.25, "homo_lumo_gap_ev": 9.8, "charge": 0, "elements": ["C", "C", "C", "C", "C", "C", "O", "H", "H", "H", "H"], "positions_angstrom": [[-2.548, 1.622, -1.047], [-1.547, 1.068, -0.523], [-0.429, 0.379, -0.013], [-0.291, -0.905, 0.431], [1.094, -1.090, 0.691], [1.688, 0.096, 0.377], [0.791, 0.996, -0.051], [-1.952, 0.991, -1.860], [-1.098, -1.617, 0.531], [1.580, -1.981, 1.058], [2.712, 0.440, 0.405]], "lowdin_charge": [0.04, -0.09, -0.30, 0.01, -0.05, -0.10, 0.06, 0.08, 0.13, 0.11, 0.13]}

Model b:
{"formula": "C6H4O", "method": "ωB97M-V/def2-TZVPD", "lumo_energy_ev": 0.72, "homo_lumo_gap_ev": 10.2, "charge": 0, "elements": ["C", "C", "C", "C", "C", "C", "O", "H", "H", "H", "H"], "positions_angstrom": [[-1.844, -2.424, -1.130], [-1.164, -1.454, -0.671], [-0.377, -0.455, -0.021], [0.969, -0.344, 0.114], [1.200, 0.964, 0.632], [-0.025, 1.540, 0.750], [-0.998, 0.695, 0.352], [-1.235, -1.334, -1.833], [1.688, -1.102, -0.163], [2.152, 1.407, 0.882], [-0.366, 2.506, 1.088]], "lowdin_charge": [0.13, -0.17, -0.31, -0.01, -0.05, -0.11, 0.05, 0.11, 0.12, 0.11, 0.13]}

Model c:
{"formula": "C6H4O", "method": "ωB97M-V/def2-TZVPD", "lumo_energy_ev": 0.00, "homo_lumo_gap_ev": 8.8, "charge": 0, "elements": ["C", "C", "C", "C", "C", "C", "O", "H", "H", "H", "H"], "positions_angstrom": [[3.262, -0.592, -0.313], [2.040, -0.479, -0.024], [0.647, -0.366, 0.144], [-0.015, 0.854, 0.377], [-1.403, 0.609, 0.075], [-1.485, -0.701, -0.234], [-0.249, -1.293, -0.253], [1.217, 0.722, -0.492], [0.406, 1.661, 0.963], [-2.224, 1.306, 0.155], [-2.317, -1.367, -0.412]], "lowdin_charge": [0.03, -0.27, -0.37, -0.03, -0.03, -0.06, 0.09, 0.26, 0.14, 0.11, 0.13]}

Model d:
{"formula": "C6H4O", "method": "ωB97M-V/def2-TZVPD", "lumo_energy_ev": -0.99, "homo_lumo_gap_ev": 9.6, "charge": 0, "elements": ["C", "C", "C", "C", "O", "C", "C", "H", "H", "H", "H"], "positions_angstrom": [[1.097, 2.147, -0.300], [0.667, 0.757, -0.184], [0.310, -0.391, -0.075], [-0.162, -1.756, 0.072], [0.542, -2.727, -0.097], [-2.325, -0.905, 0.921], [-1.602, -1.892, 0.456], [1.641, 2.307, -1.236], [1.764, 2.402, 0.530], [0.237, 2.823, -0.275], [-2.057, -2.882, 0.402]], "lowdin_charge": [-0.08, -0.04, 0.04, -0.46, 0.10, 0.24, -0.18, 0.09, 0.09, 0.08, 0.12]}

Stability ranking, top and bottom: model a is the most stable and model c is the least stable.

Model a:
{"formula": "C6H4O", "method": "ωB97M-V/def2-TZVPD", "smiles": "C#CC(=O)C#CC", "lumo_energy_ev": -0.14, "homo_lumo_gap_ev": 9.9, "charge": 0, "elements": ["C", "C", "C", "O", "C", "C", "C", "H", "H", "H", "H"], "positions_angstrom": [[3.336, -0.592, 0.756], [2.219, -0.228, 0.506], [0.853, 0.220, 0.372], [0.170, 0.344, 1.374], [0.241, 0.461, -0.942], [-0.957, 0.308, -1.116], [-2.285, 0.125, -0.564], [4.328, -0.909, 0.980], [-2.876, 1.042, -0.552], [-1.962, -0.063, 0.481], [-2.855, -0.713, -0.966]], "lowdin_charge": [0.16, -0.04, -0.46, 0.09, 0.04, -0.04, -0.06, 0.04, 0.09, 0.10, 0.08]}

Model b:
{"formula": "C6H4O", "method": "ωB97M-V/def2-TZVPD", "lumo_energy_ev": [-0.56, -0.56], "homo_lumo_gap_ev": [7.9, 7.9], "charge": 0, "elements": ["C", "C", "O", "C", "C", "C", "C", "H", "H", "H", "H"], "positions_angstrom": [[0.347, -1.070, -0.049], [1.165, -2.078, 0.056], [-2.273, 1.321, 0.076], [-1.914, 0.046, -0.079], [-0.525, -0.100, -0.312], [0.513, 0.892, -0.096], [1.177, 1.894, 0.049], [-3.235, 1.382, 0.025], [1.056, -2.933, -0.599], [1.934, -2.132, 0.811], [1.755, 2.778, 0.116]], "lowdin_charge": [-0.04, 0.06, 0.01, -0.06, -0.25, -0.15, 0.16, 0.10, 0.08, 0.07, 0.03]}

Stability ranking, top and bottom: model a is the most stable and model b is the least stable.

Model a:
{"formula": "C6H4O", "method": "ωB97M-V/def2-TZVPD", "lumo_energy_ev": -0.87, "homo_lumo_gap_ev": 9.4, "charge": 0, "elements": ["C", "C", "C", "C", "O", "C", "C", "H", "H", "H", "H"], "positions_angstrom": [[1.525, -1.446, -1.279], [0.487, -0.677, -0.601], [-0.373, -0.055, -0.025], [-1.437, 0.619, 0.669], [-2.601, 0.552, 0.379], [-0.765, 0.953, 2.386], [-1.057, 1.941, 1.653], [1.472, -1.298, -2.362], [1.385, -2.513, -1.077], [2.520, -1.155, -0.932], [-1.346, 2.905, 1.274]], "lowdin_charge": [-0.08, -0.03, 0.04, -0.49, 0.13, 0.12, -0.05, 0.09, 0.09, 0.08, 0.10]}

Model b:
{"formula": "C6H4O", "method": "ωB97M-V/def2-TZVPD", "smiles": "C#CC#C[C@H]1CO1", "lumo_energy_ev": 0.86, "homo_lumo_gap_ev": 10.3, "charge": 0, "elements": ["C", "C", "C", "C", "C", "C", "O", "H", "H", "H", "H"], "positions_angstrom": [[-1.686, 2.251, -2.510], [-1.140, 1.704, -1.584], [-0.542, 1.029, -0.537], [-0.051, 0.379, 0.357], [0.387, -0.563, 1.367], [1.180, -1.730, 0.950], [1.770, -0.665, 1.671], [-2.184, 2.719, -3.332], [-0.270, -0.653, 2.232], [1.481, -1.798, -0.095], [1.056, -2.673, 1.480]], "lowdin_charge": [0.13, -0.15, -0.03, 0.07, -0.30, -0.11, -0.02, 0.03, 0.15, 0.12, 0.11]}

Model c:
{"formula": "C6H4O", "method": "ωB97M-V/def2-TZVPD", "smiles": "C#CC=C=C1CO1", "lumo_energy_ev": 0.58, "homo_lumo_gap_ev": 9.9, "charge": 0, "elements": ["C", "C", "C", "C", "C", "C", "O", "H", "H", "H", "H"], "positions_angstrom": [[3.595, 0.298, 0.243], [2.410, 0.343, 0.024], [1.055, 0.622, -0.335], [-0.066, 0.034, 0.025], [-1.335, -0.212, 0.080], [-2.595, -0.723, -0.387], [-2.441, 0.107, 0.804], [4.639, 0.267, 0.456], [0.943, 1.486, -0.990], [-2.907, -1.747, -0.191], [-3.062, -0.223, -1.237]], "lowdin_charge": [0.12, -0.14, -0.13, 0.06, -0.28, -0.04, 0.04, 0.03, 0.12, 0.11, 0.12]}

Stability ranking, top and bottom: model b is the most stable and model a is the least stable.

Model a:
{"formula": "C8H6", "method": "ωB97M-V/def2-TZVPD", "lumo_energy_ev": [-0.87, -0.88], "homo_lumo_gap_ev": [7.4, 7.4], "charge": 0, "elements": ["C", "C", "C", "C", "C", "C", "C", "C", "H", "H", "H", "H", "H", "H"], "positions_angstrom": [[1.224, -1.687, 0.063], [0.164, -2.080, -0.422], [-1.647, -0.637, -0.251], [-0.708, 0.311, 0.196], [2.249, -0.958, 0.588], [-0.356, 1.814, 0.123], [-1.178, -1.836, -0.706], [0.496, 0.681, 0.568], [-2.688, -0.360, -0.348], [3.103, -0.683, -0.011], [2.318, -0.836, 1.653], [-0.305, 2.221, -0.885], [-0.671, 2.548, 0.859], [-1.778, -2.522, -1.281]], "lowdin_charge": [-0.12, -0.02, -0.05, -0.23, 0.06, -0.08, -0.10, 0.06, 0.11, 0.07, 0.06, 0.08, 0.07, 0.09]}

Model b:
{"formula": "C8H6", "method": "ωB97M-V/def2-TZVPD", "smiles": "C1=CC2=CC=CC2=C1", "lumo_energy_ev": -1.17, "homo_lumo_gap_ev": 6.6, "charge": 0, "elements": ["C", "C", "C", "C", "C", "C", "C", "C", "H", "H", "H", "H", "H", "H"], "positions_angstrom": [[-2.214, -0.018, 0.229], [-1.250, 1.321, -0.135], [-0.008, 0.697, -0.242], [1.547, 1.061, -0.030], [2.246, -0.160, 0.115], [1.278, -1.160, 0.002], [-0.080, -0.689, -0.115], [-1.441, -1.099, -0.061], [-3.360, 0.117, 0.241], [-1.583, 2.364, 0.076], [2.103, 2.002, 0.245], [3.226, -0.047, 0.067], [1.463, -2.160, -0.122], [-1.929, -2.231, -0.270]], "lowdin_charge": [-0.06, 0.09, -0.22, 0.05, -0.08, 0.01, -0.27, -0.11, 0.10, 0.10, 0.11, 0.05, 0.08, 0.17]}

Stability ranking, top and bottom: model b is the most stable and model a is the least stable.

Model a:
{"formula": "BH26O11", "method": "ωB97M-V/def2-TZVPD", "lumo_energy_ev": 2.65, "homo_lumo_gap_ev": 10.0, "charge": -1, "elements": ["B", "H", "H", "H", "H", "O", "H", "H", "O", "H", "H", "O", "H", "H", "O", "H", "H", "O", "H", "H", "O", "H", "H", "O", "H", "H", "O", "H", "H", "O", "H", "H", "O", "H", "H", "O", "H", "H"], "positions_angstrom": [[-16.132, -23.689, -16.212], [-15.976, -22.657, -15.626], [-15.999, -23.506, -17.385], [-15.308, -24.486, -15.886], [-17.208, -24.114, -15.936], [-17.399, -26.468, -17.046], [-16.809, -25.701, -17.096], [-17.846, -26.369, -16.191], [-14.354, -21.499, -17.695], [-15.035, -22.069, -17.299], [-13.814, -22.115, -18.200], [-14.661, -27.248, -16.634], [-14.347, -27.929, -17.235], [-15.559, -27.514, -16.397], [-14.087, -21.275, -14.355], [-13.691, -20.776, -15.077], [-14.923, -21.591, -14.721], [-18.152, -21.203, -15.398], [-18.722, -21.452, -16.136], [-17.419, -21.831, -15.475], [-19.389, -23.604, -17.431], [-18.502, -23.950, -17.249], [-19.343, -23.311, -18.344], [-16.691, -24.627, -13.360], [-17.212, -23.856, -13.112], [-16.421, -24.439, -14.276], [-18.798, -26.332, -14.402], [-18.202, -25.792, -13.854], [-18.726, -27.218, -14.036], [-17.441, -21.652, -18.748], [-17.296, -22.123, -19.573], [-16.590, -21.696, -18.295], [-12.903, -25.623, -18.310], [-13.230, -26.111, -19.069], [-13.462, -25.920, -17.577], [-13.014, -24.008, -14.622], [-13.421, -23.135, -14.708], [-13.538, -24.576, -15.192]], "lowdin_charge": [-0.36, -0.02, 0.01, -0.01, -0.01, -0.09, -0.02, 0.00, -0.07, -0.05, 0.05, -0.06, 0.04, 0.03, -0.06, 0.04, 0.00, -0.08, 0.02, -0.04, -0.07, -0.02, 0.02, -0.07, 0.06, -0.03, -0.06, 0.01, 0.04, -0.06, 0.04, -0.01, -0.07, 0.02, -0.01, -0.08, -0.02, -0.01]}

Model b:
{"formula": "BH26O11", "method": "ωB97M-V/def2-TZVPD", "lumo_energy_ev": 2.67, "homo_lumo_gap_ev": 9.2, "charge": -1, "elements": ["B", "H", "H", "H", "H", "O", "H", "H", "O", "H", "H", "O", "H", "H", "O", "H", "H", "O", "H", "H", "O", "H", "H", "O", "H", "H", "O", "H", "H", "O", "H", "H", "O", "H", "H", "O", "H", "H"], "positions_angstrom": [[-0.542, 0.261, 0.461], [-1.107, 0.772, 1.226], [0.232, 0.878, 0.032], [-0.015, -0.490, 1.028], [-1.198, -0.174, -0.278], [0.502, -4.300, 2.724], [0.913, -3.543, 2.305], [0.327, -4.907, 2.005], [0.373, 0.167, -3.431], [-0.229, 0.055, -2.695], [1.243, 0.158, -3.033], [-1.291, -3.521, -2.510], [-1.642, -3.738, -3.374], [-2.064, -3.442, -1.950], [3.219, 2.218, 0.575], [3.035, 2.575, 1.444], [2.357, 2.032, 0.203], [2.004, -2.652, -0.836], [1.084, -2.622, -1.098], [2.152, -1.822, -0.383], [1.506, -0.401, 3.962], [1.113, -0.650, 4.798], [0.764, -0.326, 3.361], [-4.187, 1.704, 1.885], [-3.360, 1.348, 1.559], [-4.857, 1.122, 1.526], [-3.045, -2.379, 1.569], [-3.010, -2.118, 2.489], [-2.430, -1.790, 1.129], [-1.022, 4.016, 0.154], [-0.935, 4.502, 0.974], [-0.788, 3.116, 0.382], [3.746, 0.598, -2.540], [3.879, 1.051, -1.708], [4.100, 1.196, -3.198], [-0.108, 3.933, -3.185], [-0.454, 3.050, -3.311], [-0.264, 4.123, -2.260]], "lowdin_charge": [-0.41, -0.10, -0.09, -0.10, -0.08, -0.06, 0.02, 0.03, -0.06, 0.01, 0.00, -0.04, 0.03, 0.03, -0.05, 0.03, 0.01, -0.06, 0.01, 0.02, -0.06, 0.02, 0.01, -0.06, 0.00, 0.02, -0.06, 0.03, 0.00, -0.05, 0.03, 0.00, -0.04, 0.02, 0.03, -0.06, 0.02, 0.00]}

Stability ranking, top and bottom: model a is the most stable and model b is the least stable.

Model a:
{"formula": "H18O9", "method": "ωB97M-V/def2-TZVPD", "lumo_energy_ev": -0.32, "homo_lumo_gap_ev": 7.5, "charge": 0, "elements": ["H", "H", "H", "H", "H", "H", "H", "H", "H", "H", "H", "H", "H", "H", "H", "H", "H", "H", "O", "O", "O", "O", "O", "O", "O", "O", "O"], "positions_angstrom": [[-1.158, 0.701, -0.680], [0.356, 0.572, -0.685], [1.565, -2.351, 2.515], [2.837, -1.580, 2.205], [-2.580, 4.891, -0.011], [-1.430, 5.873, 0.142], [-3.700, -0.480, 2.483], [-3.288, -0.430, 1.021], [1.927, 1.426, -0.805], [3.040, 2.057, -1.625], [0.532, -2.120, -0.767], [0.395, -0.943, -1.718], [0.479, 0.236, 1.406], [0.755, -1.157, 0.865], [-3.877, -2.571, -1.872], [-5.342, -2.969, -1.797], [4.760, -1.126, -0.755], [5.165, 0.318, -0.512], [-0.442, 0.147, -0.351], [2.014, -1.881, 1.804], [-2.390, 5.813, 0.199], [-3.334, -1.026, 1.778], [2.838, 1.733, -0.740], [0.278, -1.898, -1.670], [0.890, -0.603, 1.642], [-4.687, -2.398, -1.380], [4.398, -0.235, -0.697]], "lowdin_charge": [0.08, 0.03, 0.08, 0.07, 0.03, 0.03, 0.03, 0.02, 0.00, 0.05, 0.02, 0.00, 0.04, 0.03, 0.03, 0.03, 0.04, 0.04, -0.06, -0.11, -0.06, -0.06, -0.05, -0.06, -0.14, -0.06, -0.07]}

Model b:
{"formula": "H18O9", "method": "ωB97M-V/def2-TZVPD", "smiles": "O.O.O.O.O.O.O.O.O", "lumo_energy_ev": -0.36, "homo_lumo_gap_ev": 10.8, "charge": 0, "elements": ["O", "H", "H", "O", "H", "H", "O", "H", "H", "O", "H", "H", "O", "H", "H", "O", "H", "H", "O", "H", "H", "O", "H", "H", "O", "H", "H"], "positions_angstrom": [[2.073, 2.630, -0.524], [2.388, 1.786, -0.300], [1.199, 2.449, -0.862], [0.951, -2.937, 0.657], [0.213, -3.366, 0.198], [1.047, -2.126, 0.190], [0.614, -0.495, -0.360], [-0.007, -0.572, -1.078], [0.085, -0.037, 0.260], [-0.310, 1.495, 1.303], [-0.623, 1.755, 0.424], [-1.016, 1.862, 1.895], [-2.431, -1.474, -0.068], [-1.685, -1.715, 0.442], [-2.874, -0.937, 0.572], [-0.827, -0.763, -2.842], [-0.413, -0.083, -3.418], [-1.442, -1.288, -3.370], [-2.821, 1.097, -2.102], [-2.710, 1.549, -2.969], [-2.090, 0.410, -2.210], [0.620, 0.433, 3.627], [0.536, 0.968, 2.868], [1.414, -0.098, 3.514], [2.840, 0.121, 1.237], [2.997, -0.167, 2.130], [2.272, -0.496, 0.785]], "lowdin_charge": [-0.02, -0.03, 0.01, -0.05, 0.04, -0.05, -0.03, 0.01, -0.01, -0.06, 0.06, 0.11, -0.01, 0.00, 0.04, -0.05, 0.09, 0.08, -0.11, 0.04, -0.01, -0.04, -0.04, 0.02, -0.02, 0.03, 0.00]}

Stability ranking, top and bottom: model b is the most stable and model a is the least stable.